The following is a DFT calculation (the ωB97M-V functional and the def2-TZVPD basis) of an isolated molecule of C17H20N4O3.

The geometry in XYZ format:
```
44
Properties=species:S:1:pos:R:3
C -7.138 -1.902 0.004
O -5.819 -1.875 -0.482
C -4.996 -0.851 -0.106
C -5.383 0.192 0.748
C -4.508 1.203 1.093
C -3.223 1.168 0.574
N -2.174 2.029 0.751
C -1.111 1.572 0.024
C 0.199 2.139 -0.081
O 0.618 3.143 0.477
N 1.006 1.386 -0.943
C 2.382 1.806 -1.094
C 3.265 1.109 -0.046
N 3.210 -0.326 -0.247
C 3.050 -1.133 0.949
C 4.369 -1.297 1.714
O 5.367 -1.853 0.884
C 5.582 -1.053 -0.259
C 4.286 -0.868 -1.061
C 0.578 0.237 -1.537
N -0.591 -0.284 -1.428
C -1.461 0.391 -0.634
C -2.820 0.117 -0.291
C -3.711 -0.893 -0.629
H -7.166 -1.977 1.097
H -7.590 -2.794 -0.426
H -7.706 -1.022 -0.316
H -6.383 0.220 1.151
H -4.823 1.998 1.751
H -2.167 2.867 1.308
H 2.415 2.887 -0.937
H 2.720 1.563 -2.103
H 4.281 1.518 -0.122
H 2.874 1.360 0.942
H 2.289 -0.687 1.590
H 2.701 -2.120 0.629
H 4.253 -1.987 2.551
H 4.705 -0.319 2.096
H 6.336 -1.571 -0.854
H 5.981 -0.072 0.046
H 4.464 -0.212 -1.914
H 3.956 -1.845 -1.430
H 1.304 -0.268 -2.156
H -3.420 -1.696 -1.284
```

The lowest unoccupied orbital energy is 0.57 eV. As for the energy above the lowest of the compared OMol25 structures with the same formula, charge and spin: 290.4 kJ/mol. The value obtained for the HOMO energy is -0.2799 hartree. The value obtained for the HOMO-LUMO gap is 8.2 eV.

The following is a DFT calculation (the ωB97M-V functional and the def2-TZVPD basis) of an isolated molecule of C17H20N4O4S3.

The geometry in XYZ format:
```
48
Properties=species:S:1:pos:R:3
C 5.119 4.063 1.386
C 4.764 3.055 0.611
C 3.767 3.172 -0.485
S 2.183 2.347 -0.033
C 2.659 0.698 -0.185
N 3.816 0.277 -0.563
N 3.913 -1.041 -0.623
C 2.834 -1.671 -0.304
N 2.784 -3.035 -0.287
C 1.725 -3.901 -0.105
O 1.921 -5.087 -0.020
C 0.382 -3.249 -0.049
C -0.284 -3.127 1.167
C -1.482 -2.436 1.222
C -2.006 -1.899 0.063
S -3.427 -0.820 0.198
O -3.762 -0.347 -1.119
O -4.450 -1.421 0.994
N -2.717 0.379 1.127
C -1.836 1.265 0.393
C -2.212 2.740 0.635
C -1.650 3.648 -0.464
C -2.735 3.565 -1.546
C -3.972 3.033 -0.793
O -3.607 2.919 0.577
C -1.391 -2.076 -1.160
C -0.189 -2.758 -1.221
S 1.504 -0.596 0.155
H 5.844 3.945 2.172
H 4.707 5.051 1.258
H 5.176 2.066 0.747
H 4.108 2.683 -1.396
H 3.487 4.207 -0.677
H 3.690 -3.479 -0.410
H 0.154 -3.545 2.060
H -2.012 -2.291 2.149
H -3.435 0.896 1.621
H -1.924 1.033 -0.673
H -0.801 1.091 0.708
H -1.900 3.031 1.642
H -1.563 4.666 -0.085
H -0.674 3.314 -0.806
H -2.450 2.875 -2.339
H -2.928 4.538 -1.993
H -4.824 3.713 -0.837
H -4.277 2.053 -1.179
H -1.853 -1.660 -2.041
H 0.320 -2.890 -2.164
```

The lowest unoccupied orbital energy is -0.11 eV. As for the energy above the lowest of the compared OMol25 structures with the same formula, charge and spin: 2.1 kJ/mol. The value obtained for the HOMO energy is -0.3209 hartree. The value obtained for the HOMO-LUMO gap is 8.6 eV.

The following is a DFT calculation (the ωB97M-V functional and the def2-TZVPD basis) of a structure of composition C17H21AsN5S6W.

The geometry in XYZ format:
```
51
Properties=species:S:1:pos:R:3
W -1.298 -0.057 -1.051
N 1.629 3.035 -1.848
C 1.332 4.251 -1.181
C 1.847 5.443 -1.659
C 1.539 6.631 -1.011
C 0.696 6.626 0.088
C 0.161 5.430 0.549
C 0.497 4.240 -0.074
S -0.025 2.693 0.593
N -0.031 1.743 -0.841
C 0.873 1.925 -1.754
C 1.128 0.815 -2.715
C 2.027 0.893 -3.764
C 2.250 -0.231 -4.546
C 1.577 -1.403 -4.253
C 0.684 -1.406 -3.196
N 0.463 -0.326 -2.453
H 2.297 3.095 -2.597
H 2.488 5.445 -2.533
H 1.952 7.561 -1.376
H 0.447 7.552 0.588
H -0.506 5.419 1.401
H 2.554 1.805 -4.001
H 2.942 -0.184 -5.376
H 1.724 -2.300 -4.837
H 0.108 -2.284 -2.939
S -2.264 0.753 -2.741
As -3.522 -1.062 -0.338
S -1.931 -2.419 -0.843
S -2.665 0.488 0.891
S -5.509 -1.450 -0.451
C 0.504 -5.276 2.820
C -0.314 -4.420 1.868
N 0.388 -3.200 1.451
C 0.086 -1.922 1.664
S 0.768 -0.750 0.561
N -0.651 -1.479 2.665
C -1.188 -2.155 3.847
C -2.696 -2.332 3.770
H -0.032 -6.198 3.045
H 0.708 -4.758 3.757
H 1.461 -5.544 2.373
H -1.277 -4.146 2.288
H -0.534 -4.975 0.955
H 1.032 -3.314 0.684
H -0.884 -0.500 2.577
H -0.921 -1.535 4.704
H -0.671 -3.100 3.978
H -3.192 -1.367 3.663
H -3.065 -2.803 4.681
H -2.986 -2.948 2.918
```

The lowest unoccupied orbital energy (alpha / beta) is -3.95 / -3.95 eV. As for the energy above the lowest of the compared OMol25 structures with the same formula, charge and spin: 56.5 kJ/mol. The value obtained for the HOMO energy (alpha / beta) is -0.3790 / -0.3789 hartree. The value obtained for the HOMO-LUMO gap (alpha / beta) is 6.4 / 6.4 eV. The charge is +1.

The following is a DFT calculation (the ωB97M-V functional and the def2-TZVPD basis) of a structure of composition C17H21BBeN6.

The geometry in XYZ format:
```
46
Properties=species:S:1:pos:R:3
H -1.604 -1.659 -0.711
N -0.057 -0.310 -1.241
B 1.571 1.201 -2.481
N 0.350 0.218 -2.460
C -0.434 -0.257 -3.437
Be 0.955 0.329 0.046
H -0.249 0.045 -4.456
C -1.355 -1.125 -2.867
H -2.126 -1.672 -3.361
C -1.090 -1.144 -1.495
H 1.844 1.570 -3.588
C 1.002 0.220 1.811
H 0.404 -0.219 2.618
H 0.904 1.302 1.933
H 2.042 -0.068 1.992
N 2.689 0.392 -1.741
N 1.134 2.339 -1.498
N 2.351 -0.101 -0.480
N 0.739 1.945 -0.231
C 3.869 -0.149 -2.092
C 0.987 3.676 -1.595
H 4.319 0.104 -3.042
H 1.259 4.176 -2.516
C 4.295 -0.989 -1.063
C 0.522 4.150 -0.363
C 3.314 -0.944 -0.072
C 0.370 3.032 0.461
H 5.196 -1.578 -1.014
H 0.326 5.167 -0.077
H 3.225 -1.465 0.877
H 0.002 2.921 1.471
H 0.416 -0.317 0.881
C -1.876 0.456 1.050
C -2.284 -0.742 1.698
C -3.493 -0.724 2.455
C -3.995 -1.868 3.058
C -3.287 -3.081 2.992
C -2.074 -3.126 2.290
C -1.584 -1.996 1.641
H -2.247 0.671 0.041
H -1.538 1.314 1.636
H -4.018 0.230 2.531
H -4.943 -1.819 3.597
H -3.674 -3.972 3.492
H -1.501 -4.056 2.243
H -0.656 -2.074 1.064
```

The lowest unoccupied orbital energy is 0.31 eV. As for the energy above the lowest of the compared OMol25 structures with the same formula, charge and spin: 40.1 kJ/mol. The value obtained for the HOMO energy is -0.1681 hartree. The value obtained for the HOMO-LUMO gap is 4.9 eV.

The following is a DFT calculation (the ωB97M-V functional and the def2-TZVPD basis) of a structure of composition C17H21BBr12Cl2N2O3.

The geometry in XYZ format:
```
58
Properties=species:S:1:pos:R:3
C 0.840 -3.435 3.321
C 1.063 -2.421 2.746
C 1.353 -1.281 1.827
C 1.978 -0.269 2.736
N 2.456 0.513 3.427
C 2.482 -1.731 0.853
Cl 3.445 -0.315 0.274
C 2.139 -2.664 -0.320
C 3.428 -2.884 -1.165
Cl 1.609 -4.308 0.173
C -0.019 -0.803 1.221
C -0.750 -2.053 0.833
N -1.298 -2.997 0.476
C -0.943 -0.189 2.336
C -1.237 1.314 2.216
C -0.064 2.260 2.501
O -0.461 3.619 2.324
C 0.395 4.267 1.406
B 0.025 0.089 -0.121
O -0.851 -0.247 -1.166
O 0.809 1.183 -0.321
H 0.952 -4.394 3.765
H 3.201 -2.286 1.461
H 1.394 -2.280 -1.021
H 4.237 -3.127 -0.473
H 3.639 -2.048 -1.825
H 3.245 -3.768 -1.781
H -1.913 -0.691 2.320
H -0.560 -0.383 3.344
H -1.787 1.587 1.309
H -1.952 1.533 3.022
H 0.179 2.151 3.567
H 0.847 2.035 1.948
H 0.147 5.330 1.379
H 1.458 4.176 1.661
H 0.253 3.840 0.401
H -0.502 -0.990 -1.666
H 0.286 1.776 -0.879
C 3.152 -0.665 -5.153
Br 4.448 -2.077 -4.948
Br 1.531 -1.298 -5.985
Br 2.791 0.222 -3.478
H 3.584 0.071 -5.817
C -3.565 2.031 -1.565
Br -4.110 1.362 0.157
Br -4.980 3.004 -2.440
Br -1.955 3.092 -1.436
H -3.335 1.173 -2.183
C -2.903 7.013 -2.871
Br -4.621 7.849 -2.611
Br -2.117 7.501 -4.563
Br -1.707 7.367 -1.400
H -3.070 5.944 -2.894
C -2.481 -6.455 0.942
Br -1.192 -7.872 1.178
Br -4.065 -7.073 0.032
Br -2.906 -5.594 2.611
H -2.020 -5.705 0.311
```

The lowest unoccupied orbital energy is -0.43 eV. The value obtained for the HOMO energy is -0.3575 hartree. The value obtained for the HOMO-LUMO gap is 9.3 eV.

The following is a DFT calculation (the ωB97M-V functional and the def2-TZVPD basis) of a cluster of 3 separate species, C17H21BF20O3S in total.

The geometry in XYZ format:
```
63
Properties=species:S:1:pos:R:3
F 4.361 0.624 -6.706
C 3.112 0.378 -6.256
F 3.208 -0.710 -5.446
C 2.123 0.119 -7.388
F 2.442 -1.007 -8.080
F 0.896 -0.127 -6.830
C 1.946 1.285 -8.373
O 2.707 1.211 -9.582
C 4.051 1.680 -9.488
F 4.213 2.331 -8.311
F 4.180 2.627 -10.458
C 5.087 0.571 -9.708
F 4.932 -0.444 -8.820
F 6.351 1.041 -9.541
H 2.792 1.222 -5.638
H 0.903 1.249 -8.709
H 2.042 2.264 -7.887
H 5.006 0.152 -10.714
F -2.455 -4.722 6.262
C -2.748 -4.072 5.115
F -1.621 -3.396 4.764
C -3.923 -3.114 5.270
F -3.636 -2.111 6.142
F -4.133 -2.502 4.062
C -5.249 -3.774 5.679
O -5.573 -3.733 7.072
C -4.979 -4.758 7.867
F -4.439 -5.696 7.052
F -6.012 -5.372 8.507
C -3.983 -4.214 8.898
F -2.985 -3.509 8.307
F -3.389 -5.224 9.586
H -2.943 -4.814 4.335
H -6.045 -3.190 5.201
H -5.362 -4.782 5.261
H -4.481 -3.555 9.614
F 1.332 5.734 3.478
C 1.647 4.453 2.743
C 0.499 4.324 1.566
B 0.515 2.894 0.751
C -0.772 1.821 0.764
C -0.490 0.800 2.016
C -1.841 0.120 2.647
S -1.552 0.047 4.532
C 1.805 2.400 -0.201
O 1.593 2.824 -1.622
C 2.104 1.763 -2.542
F 1.054 0.690 -2.649
F 3.430 1.216 -2.098
F 2.304 2.307 -3.931
H 2.735 4.595 2.274
H 1.612 3.608 3.552
H 0.692 5.243 0.829
H -0.545 4.395 2.112
H -0.716 1.194 -0.231
H -1.814 2.354 0.779
H 0.296 -0.050 1.726
H 0.023 1.421 2.889
H -2.778 0.779 2.384
H -2.015 -0.991 2.304
H -0.156 0.149 4.745
H 1.807 1.211 -0.095
H 2.835 2.770 0.215
```

The lowest unoccupied orbital energy is -0.48 eV. The value obtained for the HOMO energy is -0.3346 hartree. The value obtained for the HOMO-LUMO gap is 8.6 eV.

The following is a DFT calculation (the ωB97M-V functional and the def2-TZVPD basis) of a structure of composition C17H21BMnN4O4STe.

The geometry in XYZ format:
```
50
Properties=species:S:1:pos:R:3
Mn -0.489 0.634 1.249
C -2.272 5.447 -1.145
N -1.616 4.308 -0.515
C -0.213 4.272 -0.113
C -0.143 2.882 0.450
O 0.802 2.239 0.945
N -1.337 2.273 0.364
C -2.196 3.146 -0.228
N -3.455 2.849 -0.475
H -1.531 6.221 -1.318
H -3.050 5.854 -0.499
H -2.694 5.160 -2.109
H 0.023 5.019 0.647
H 0.465 4.398 -0.960
H -3.791 1.907 -0.310
H -4.069 3.502 -0.932
O 0.195 -3.286 0.177
B -0.367 -2.082 -0.112
O 0.407 -1.273 -0.907
C 1.546 -2.051 -1.157
C 2.645 -1.739 -1.921
C 3.632 -2.719 -1.990
C 3.501 -3.938 -1.328
C 2.377 -4.240 -0.563
C 1.415 -3.260 -0.500
H 2.732 -0.798 -2.445
H 4.518 -2.533 -2.580
H 4.287 -4.675 -1.420
H 2.258 -5.191 -0.062
C 4.166 -1.456 2.740
N 2.707 -1.544 2.689
C 2.097 -2.688 3.365
C 2.001 -0.641 2.072
O 0.736 -0.675 1.991
H 4.488 -1.399 3.778
H 4.505 -0.571 2.207
H 4.597 -2.343 2.280
H 2.354 -2.654 4.423
H 2.489 -3.607 2.932
H 1.020 -2.655 3.248
H 2.565 0.170 1.606
Te -2.172 -1.373 0.904
C -3.244 -0.635 -0.736
C -4.598 -0.439 -0.716
C -5.087 0.058 -1.958
C -4.094 0.218 -2.877
S -2.564 -0.226 -2.257
H -5.232 -0.668 0.130
H -6.129 0.255 -2.160
H -4.185 0.548 -3.901
```

The lowest unoccupied orbital energy (alpha / beta) is -5.79 / -5.79 eV. As for the energy above the lowest of the compared OMol25 structures with the same formula, charge and spin: 5.4 kJ/mol. The value obtained for the HOMO energy (alpha / beta) is -0.5192 / -0.5190 hartree. The spin multiplicity is 4. The value obtained for the HOMO-LUMO gap (alpha / beta) is 8.3 / 8.3 eV. The charge is +2. The expectation value of S² is 3.77.

The following is a DFT calculation (the ωB97M-V functional and the def2-TZVPD basis) of a structure of composition C17H21Br2N2O2PPdS2.

The geometry in XYZ format:
```
48
Properties=species:S:1:pos:R:3
Pd -0.348 -0.237 -0.344
Br 1.871 -1.362 1.299
C 2.943 0.225 1.033
Br 1.854 1.671 0.373
H 3.701 0.000 0.294
H 3.360 0.514 1.990
C -2.162 -3.544 -5.666
C -2.636 -2.495 -4.696
O -1.481 -1.774 -4.152
P -0.971 -1.961 -2.695
S 0.789 -1.096 -2.371
S -2.248 -1.195 -1.298
O -0.935 -3.531 -2.543
C -0.513 -4.181 -1.316
C 0.377 -5.344 -1.673
H -3.026 -4.029 -6.120
H -1.565 -4.301 -5.160
H -1.566 -3.091 -6.457
H -3.206 -2.927 -3.872
H -3.237 -1.727 -5.177
H -1.419 -4.493 -0.798
H 0.016 -3.455 -0.691
H -0.144 -6.038 -2.331
H 0.662 -5.877 -0.767
H 1.280 -4.997 -2.173
C -1.060 3.870 -4.242
C 0.005 3.072 -3.852
C -0.073 2.330 -2.684
C -1.214 2.406 -1.899
C -2.293 3.196 -2.291
C -2.210 3.926 -3.462
N -1.273 1.642 -0.681
N -2.037 2.101 0.201
C -2.088 1.269 1.324
C -2.845 1.645 2.428
C -2.928 0.784 3.510
C -2.279 -0.444 3.474
C -1.527 -0.828 2.363
C -1.420 0.044 1.304
H -1.000 4.442 -5.157
H 0.898 3.024 -4.459
H 0.752 1.700 -2.386
H -3.184 3.220 -1.682
H -3.048 4.534 -3.774
H -3.356 2.598 2.415
H -3.512 1.060 4.376
H -2.359 -1.119 4.315
H -1.045 -1.797 2.349
```

The lowest unoccupied orbital energy (alpha / beta) is -4.26 / -5.09 eV. As for the energy above the lowest of the compared OMol25 structures with the same formula, charge and spin: 4.2 kJ/mol. The value obtained for the HOMO energy (alpha / beta) is -0.4251 / -0.4308 hartree. The spin multiplicity is 2. The value obtained for the HOMO-LUMO gap (alpha / beta) is 7.3 / 6.6 eV. The charge is +1. The expectation value of S² is 0.76.

The following is a DFT calculation (the ωB97M-V functional and the def2-TZVPD basis) of a structure of composition C17H21Cl2N2O4Zn.

The geometry in XYZ format:
```
47
Properties=species:S:1:pos:R:3
C 0.167 -5.668 -2.391
C 0.322 -5.003 -1.045
C 0.245 -5.953 0.100
O -0.704 -3.960 -0.933
C -0.414 -3.134 0.094
N -1.478 -2.203 0.192
N -1.310 -1.301 1.045
C -2.406 -0.421 1.331
O -2.217 0.775 1.204
O -3.504 -1.020 1.790
C -4.653 -0.085 1.818
C -5.726 -0.759 2.644
C -5.077 0.257 0.424
O 0.584 -3.182 0.794
H 0.985 -6.383 -2.511
H -0.775 -6.223 -2.478
H 0.257 -4.964 -3.224
H 1.291 -4.494 -1.029
H 1.051 -6.685 0.031
H 0.368 -5.418 1.045
H -0.721 -6.476 0.086
H -4.330 0.831 2.332
H -6.566 -0.063 2.766
H -6.101 -1.675 2.161
H -5.365 -1.006 3.649
H -5.896 0.983 0.448
H -4.243 0.713 -0.121
H -5.415 -0.648 -0.105
Cl 3.961 3.590 1.675
Zn 3.902 2.282 3.376
Cl 3.389 2.269 5.451
C 3.643 0.201 2.275
C 2.213 0.432 2.316
C 1.603 -0.675 2.967
C 2.634 -1.534 3.481
C 3.919 -0.960 3.102
C 5.106 -1.596 3.485
C 5.049 -2.854 4.112
C 3.799 -3.452 4.390
C 2.597 -2.800 4.072
H 4.368 0.593 1.547
H 1.732 1.349 1.952
H 0.540 -0.916 3.034
H 6.063 -1.115 3.264
H 5.970 -3.385 4.384
H 3.761 -4.433 4.869
H 1.613 -3.246 4.246
```

The lowest unoccupied orbital energy is 0.96 eV. The value obtained for the HOMO energy is -0.1219 hartree. The value obtained for the HOMO-LUMO gap is 4.3 eV. The charge is -1.